Density functional theory data (ωB97M-V with the def2-TZVPD basis set) for C37H21Br2F4O6PSTi as an isolated structure at a distorted geometry.

Calculated values
HOMO-LUMO gap (spin up / spin down) ... 0.224 / 0.254 Eh
Relative energy (zero: lowest compared OMol25 entry of this formula, charge and spin) ... 1.218 eV
2S+1 ... 2
Charge ... -1
Energy ... -9010.718258 Eh
E_HOMO (spin up / spin down) ... -4.28 / -5.08 eV

Geometry as XYZ:
```
73
Properties=species:S:1:pos:R:3:forces:R:3
Ti -0.210 1.789 -0.367 1.31 -3.54 -0.41
Br 0.080 0.516 2.235 -0.36 -0.21 0.10
C -1.765 0.915 2.621 0.16 -0.11 0.14
C -2.169 0.708 3.908 0.22 -0.06 -0.06
C -3.519 0.901 4.247 -0.21 0.04 -0.05
C -4.413 1.267 3.282 -0.01 -0.04 0.10
C -4.002 1.479 1.945 0.26 -0.07 0.06
C -4.941 1.842 0.956 -0.06 0.02 -0.14
C -4.531 2.072 -0.325 -0.14 -0.01 0.07
C -3.170 1.952 -0.664 0.07 -0.10 0.22
C -2.189 1.575 0.237 -1.38 -0.26 0.34
C -2.628 1.331 1.576 -0.31 -0.05 -0.09
H -1.458 0.380 4.654 0.00 0.03 -0.01
H -3.842 0.750 5.269 0.01 -0.01 0.00
H -5.462 1.403 3.524 0.01 0.00 0.02
H -5.983 1.934 1.240 0.00 0.04 -0.01
H -5.247 2.367 -1.084 -0.02 -0.01 0.02
H -2.894 2.188 -1.685 0.03 0.04 -0.02
O -0.686 5.482 -1.426 0.01 -0.08 0.08
C -0.447 4.431 -0.889 -0.01 0.54 -0.14
O -0.633 3.237 -1.384 -0.68 2.27 -1.59
C 0.147 4.304 0.551 -0.03 0.47 0.06
O 0.381 5.229 1.278 -0.01 -0.04 -0.11
O 0.321 3.030 0.833 0.79 1.93 1.61
F 0.086 -3.316 -6.127 0.00 -0.12 -0.30
C -0.156 -2.785 -4.939 -0.10 0.04 0.41
C -0.379 -3.605 -3.845 0.02 0.08 -0.31
F -0.394 -4.925 -4.011 0.06 -0.19 0.01
C -0.597 -3.047 -2.606 -0.12 0.56 0.28
F -0.834 -3.876 -1.593 0.02 -0.26 0.00
C -0.602 -1.667 -2.392 0.46 -0.12 -0.68
P -0.471 -0.937 -0.706 -0.33 -0.97 0.34
C 0.867 -2.008 -0.033 0.13 0.04 -0.11
C 2.169 -1.545 -0.233 -0.06 0.04 0.03
C 3.260 -2.269 0.222 -0.01 -0.11 0.06
C 3.062 -3.473 0.881 0.08 0.06 -0.03
C 1.773 -3.948 1.070 -0.10 -0.08 0.06
C 0.679 -3.228 0.616 0.09 0.02 -0.01
C -2.017 -1.612 0.020 -0.02 0.10 -0.06
C -2.122 -2.097 1.321 -0.02 0.09 -0.01
C -3.360 -2.446 1.842 0.01 0.03 0.05
C -4.507 -2.296 1.080 -0.08 0.00 0.02
C -4.413 -1.812 -0.217 -0.01 0.00 -0.02
C -3.178 -1.478 -0.743 0.09 -0.01 0.04
C -0.468 -0.866 -3.536 -0.38 0.19 0.51
Br -0.807 0.993 -3.409 0.11 -0.26 -0.20
C -0.238 -1.415 -4.782 0.00 0.13 0.00
F -0.117 -0.641 -5.859 0.03 0.02 -0.13
H 2.320 -0.608 -0.755 0.01 0.00 0.01
H 4.260 -1.886 0.066 -0.01 0.02 0.00
H 3.910 -4.041 1.244 -0.01 0.00 0.00
H 1.611 -4.893 1.575 0.01 0.01 0.00
H -0.315 -3.625 0.758 0.10 -0.05 -0.02
H -1.242 -2.197 1.938 -0.03 0.11 0.06
H -3.426 -2.819 2.856 0.00 0.02 0.00
H -5.474 -2.542 1.501 0.01 -0.02 -0.01
H -5.306 -1.685 -0.816 0.01 0.01 0.00
H -3.109 -1.086 -1.752 -0.06 0.03 0.01
O 8.262 1.756 0.531 0.13 0.07 0.09
C 7.144 2.005 1.267 0.02 0.07 0.06
O 7.257 2.189 2.449 -0.02 -0.05 -0.01
C 5.861 1.999 0.526 -0.10 -0.01 -0.10
C 4.685 1.765 1.238 0.13 0.02 0.05
C 3.470 1.664 0.590 0.11 0.03 -0.04
C 3.386 1.818 -0.801 -0.05 -0.16 0.13
S 1.910 1.609 -1.699 0.32 -0.08 -0.40
C 4.561 2.126 -1.505 -0.02 -0.02 0.09
C 5.775 2.203 -0.856 0.03 0.01 0.12
H 8.014 1.557 -0.376 -0.08 -0.05 -0.09
H 4.754 1.660 2.313 -0.03 -0.05 -0.01
H 2.571 1.467 1.158 -0.01 0.05 -0.02
H 4.490 2.302 -2.570 0.03 -0.02 -0.01
H 6.654 2.477 -1.432 0.00 -0.03 -0.03
```
Forces are in eV/Å.

Atomic partial charges in e from the Mulliken method, atoms 1 to 4: Ti 0.6338; Br -0.0461; C 0.4390; C -0.7872